--- one ---
ORCA calculation (the ωB97M-V functional and the def2-TZVPD basis) on C4H9NO in the gas phase.

Last column: Mulliken charge in e.
Geometry (Å):
1 C 1.346 -0.341 -1.001  -0.987
2 N 0.418 0.035 0.048  -0.031
3 C 0.360 -0.946 1.115  -1.011
4 C -0.915 0.370 -0.427  -0.495
5 C -1.413 1.562 0.366  -0.023
6 O -2.452 1.604 0.979  -0.464
7 H 1.060 -1.271 -1.527  0.347
8 H 2.344 -0.487 -0.571  0.309
9 H 1.419 0.467 -1.738  0.339
10 H 1.346 -1.057 1.576  0.326
11 H -0.342 -0.615 1.887  0.302
12 H 0.027 -1.939 0.756  0.358
13 H -1.636 -0.459 -0.339  0.296
14 H -0.863 0.662 -1.483  0.405
15 H -0.701 2.415 0.360  0.330

Output
Charge: 0

=====

--- two ---
ORCA calculation (the ωB97M-V functional and the def2-TZVPD basis) on C4H9NO in the gas phase.

Last column: Mulliken charge in e.
Geometry (Å):
1 C -0.975 1.247 0.105  -1.020
2 N -0.424 -0.075 -0.088  0.043
3 C -1.376 -1.142 -0.315  -0.968
4 C 0.907 -0.271 0.070  1.016
5 O 1.311 -1.564 0.161  -0.539
6 C 1.918 0.642 0.154  -1.398
7 H -1.768 1.229 0.864  0.312
8 H -0.182 1.914 0.443  0.339
9 H -1.393 1.636 -0.831  0.303
10 H -2.085 -0.848 -1.099  0.313
11 H -1.952 -1.363 0.596  0.315
12 H -0.856 -2.048 -0.621  0.330
13 H 2.636 0.460 0.948  0.272
14 H 1.884 1.623 -0.286  0.319
15 H 2.245 -1.352 -0.054  0.364

Output
Charge: 0

=====

--- three ---
ORCA calculation (the ωB97M-V functional and the def2-TZVPD basis) on C4H9NO in the gas phase.

Last column: Mulliken charge in e.
Geometry (Å):
1 C -0.075 -1.123 -2.090  -0.668
2 O 0.389 0.097 -1.529  -0.363
3 C 0.159 0.262 -0.209  0.938
4 N -0.452 -0.626 0.455  -0.495
5 C -0.657 -0.429 1.874  -0.848
6 C 0.734 1.575 0.266  -1.171
7 H 0.370 -1.981 -1.575  0.301
8 H 0.231 -1.101 -3.137  0.235
9 H -1.163 -1.199 -2.005  0.292
10 H 0.005 0.318 2.336  0.296
11 H -1.695 -0.128 2.065  0.255
12 H -0.498 -1.381 2.388  0.284
13 H 1.604 1.403 0.910  0.296
14 H 1.050 2.170 -0.592  0.304
15 H -0.001 2.143 0.844  0.343

Output
Charge: 0

=====

What should be chosen as the most stable of them? Choose three.

=====

--- one ---
ORCA calculation (the ωB97M-V functional and the def2-TZVPD basis) on 2 unconnected molecules or ions with the total composition C2H7O2.

Last column: Mulliken charge in e.
Geometry (Å):
1 O -1.683 -2.666 -0.511  -0.449
2 H -0.665 -2.448 -0.352  0.495
3 H -1.950 -2.846 -1.484  0.469
4 H -2.228 -3.332 0.053  0.478
5 O -0.226 0.507 -0.198  -0.527
6 C 0.566 1.481 -0.061  0.204
7 C 1.690 1.641 0.853  -0.788
8 H 0.312 2.315 -0.713  0.326
9 H 2.185 0.617 1.190  0.237
10 H 2.591 2.077 0.346  0.291
11 H 1.498 2.161 1.885  0.263

Output
Charge: +1

=====

--- two ---
ORCA calculation (the ωB97M-V functional and the def2-TZVPD basis) on 2 unconnected molecules or ions with the total composition C2H7O2.

Last column: Mulliken charge in e.
Geometry (Å):
1 O 0.437 0.431 2.148  -0.689
2 H -0.637 0.126 1.011  0.467
3 H 0.337 1.159 2.773  0.345
4 H 0.412 -0.359 2.701  0.361
5 O -1.084 0.483 0.160  -0.295
6 C -0.786 0.155 -1.002  0.407
7 C 0.480 -0.451 -1.370  -0.956
8 H -1.599 0.247 -1.731  0.366
9 H 0.375 -1.448 -1.819  0.339
10 H 1.221 -0.365 -0.587  0.321
11 H 0.844 0.024 -2.285  0.334

Output
Charge: +1

=====

What should be chosen as the most stable of them? Choose two.

=====

--- one ---
ORCA calculation (the ωB97M-V functional and the def2-TZVPD basis) on ClHNO2P in the gas phase.

Last column: Mulliken charge in e.
Geometry (Å):
1 N 0.065 0.853 -0.009  0.718
2 O 1.420 1.216 -0.371  -0.514
3 O -0.619 1.556 0.617  -0.399
4 P 0.146 -0.773 -0.684  0.270
5 Cl -1.617 -1.478 0.015  -0.201
6 H 0.604 -1.374 0.432  0.126

Output
Charge: 0

=====

--- two ---
ORCA calculation (the ωB97M-V functional and the def2-TZVPD basis) on 2 unconnected molecules or ions with the total composition ClHNO2P.

Last column: Mulliken charge in e.
Geometry (Å):
1 N -1.463 0.112 0.009  0.656
2 O -1.564 0.806 -0.960  -0.356
3 O -2.219 -0.371 0.788  -0.377
4 P 1.321 -0.624 0.529  0.105
5 Cl 1.715 1.257 0.219  -0.117
6 H 2.210 -1.181 -0.585  0.089

Output
Charge: 0

=====

What should be chosen as the most stable of them? Choose one.

=====

--- one ---
ORCA calculation (the ωB97M-V functional and the def2-TZVPD basis) on C2H4ClN in the gas phase.

Last column: Mulliken charge in e.
Geometry (Å):
1 C -0.495 -0.334 -0.566  -0.258
2 C -0.195 0.418 0.657  -0.278
3 N 0.698 0.525 -0.442  -0.269
4 Cl 2.298 -0.305 -0.164  -0.125
5 H -0.237 -1.346 -0.568  0.264
6 H -1.315 -0.025 -1.380  0.181
7 H -0.802 1.361 1.016  0.209
8 H 0.049 -0.294 1.446  0.277

Output
Charge: 0

=====

--- two ---
ORCA calculation (the ωB97M-V functional and the def2-TZVPD basis) on 2 unconnected molecules or ions with the total composition C2H4ClN.

Last column: Mulliken charge in e.
Geometry (Å):
1 C 1.291 0.872 -0.001  -0.085
2 C -1.271 -1.044 -0.017  -0.470
3 N 1.228 -0.287 -0.241  -0.377
4 Cl -1.755 0.493 -0.271  -0.098
5 H 2.251 1.421 0.071  0.304
6 H 0.305 1.639 0.209  0.097
7 H -1.082 -1.373 1.054  0.302
8 H -0.966 -1.721 -0.804  0.328

Output
Charge: 0

=====

--- three ---
ORCA calculation (the ωB97M-V functional and the def2-TZVPD basis) on 2 unconnected molecules or ions with the total composition C2H4ClN.

Last column: Mulliken charge in e.
Geometry (Å):
1 C 0.241 0.453 -0.362  0.590
2 C -0.491 0.110 -1.367  -0.786
3 N 0.867 0.598 0.674  -0.527
4 Cl -0.535 -1.744 2.101  -0.332
5 H -0.065 -0.300 -2.264  0.251
6 H 0.256 -0.815 1.641  0.323
7 H -1.563 0.213 -1.335  0.248
8 H 1.289 1.486 0.913  0.233

Output
Charge: 0

=====

What should be chosen as the most stable of them? Choose three.